Computed, not measured: C24H33AuN4Se2Si as an isolated structure in a non-equilibrium geometry, with ωB97M-V with the def2-TZVPD basis set.

Last column: natural (NBO) charge in e.
Atoms and positions in Å:
Au -0.297 0.552 0.374  0.969
C 2.814 1.820 -0.273  -0.412
N 2.047 0.789 -0.972  -0.487
C 1.948 1.090 -2.390  -0.424
C 2.420 -0.545 -0.644  0.205
C 3.027 -1.396 -1.554  -0.261
C 3.307 -2.717 -1.226  -0.217
C 2.961 -3.208 0.021  -0.214
C 2.335 -2.383 0.937  -0.221
C 2.069 -1.039 0.640  0.096
N 1.328 -0.193 1.458  -0.655
C 1.225 -0.340 2.830  0.119
C 2.245 -0.934 3.596  -0.256
C 2.125 -1.082 4.964  -0.193
C 0.984 -0.642 5.620  -0.246
C 0.008 0.021 4.895  -0.230
C 0.125 0.209 3.526  0.170
N -0.842 1.001 2.799  -0.505
C -2.230 0.598 3.011  -0.422
C -0.648 2.431 3.048  -0.415
H 3.827 1.904 -0.690  0.180
H 2.885 1.584 0.784  0.227
H 2.315 2.784 -0.384  0.193
H 2.933 1.154 -2.875  0.173
H 1.450 2.051 -2.512  0.223
H 1.352 0.327 -2.889  0.217
H 3.292 -1.029 -2.537  0.215
H 3.791 -3.360 -1.950  0.213
H 3.146 -4.245 0.269  0.215
H 1.997 -2.783 1.882  0.226
H 3.140 -1.270 3.091  0.223
H 2.929 -1.541 5.525  0.215
H 0.869 -0.789 6.685  0.214
H -0.859 0.416 5.411  0.211
H -2.597 0.852 4.012  0.176
H -2.314 -0.476 2.855  0.226
H -2.862 1.101 2.277  0.213
H -0.912 2.709 4.077  0.178
H -1.274 3.001 2.359  0.212
H 0.397 2.688 2.873  0.208
Se -2.266 1.475 -0.685  -0.144
C -1.666 2.594 -2.096  -0.156
C -0.379 3.120 -2.147  -0.297
C -0.045 3.941 -3.212  0.035
N -0.887 4.268 -4.188  -0.426
C -2.117 3.764 -4.126  0.044
C -2.555 2.924 -3.116  -0.289
H 0.337 2.893 -1.367  0.212
H 0.951 4.368 -3.289  0.191
H -2.782 4.042 -4.937  0.194
H -3.560 2.523 -3.113  0.225
C -1.443 -1.544 -3.006  -1.129
Si -2.352 -2.375 -1.583  1.462
C -4.140 -1.802 -1.474  -1.133
C -2.268 -4.257 -1.673  -1.120
Se -1.219 -1.961 0.386  -0.415
H -1.878 -1.838 -3.965  0.238
H -0.386 -1.813 -3.008  0.243
H -1.524 -0.459 -2.913  0.249
H -4.717 -2.160 -2.331  0.236
H -4.189 -0.714 -1.458  0.254
H -4.611 -2.174 -0.563  0.242
H -2.841 -4.631 -2.523  0.241
H -2.681 -4.694 -0.762  0.241
H -1.236 -4.599 -1.773  0.245

E_HOMO (spin up / spin down) in eV: -7.22 / -7.12
Energy above the lowest of the compared OMol25 structures with the same formula, charge and spin in eV: 0.277
DFT total energy in hartree: -6381.39553
Lowest unoccupied orbital energy (spin up / spin down) in eV: -2.342 / -2.398
Orbital gap (spin up / spin down) in eV: 4.9 / 4.7